Entry 1:
# C16H16N2O5

One molecule with the formula C16H16N2O5 (ωB97M-V/def2-TZVPD, the Open Molecules 2025 dataset).

Output
energy: -1105.076006 Ha
HOMO-LUMO gap: 9.166 eV
energy relative to the best compared isomer or geometry (same formula, charge and spin): 0.0 kJ/mol
max |F|: 0.93 eV Å⁻¹
highest occupied orbital energy: -8.660 eV
structure (SMILES): O=C(O)CCC(=O)Nc1ccccc1C(=O)NCc1ccco1

Each line ends with the Mulliken charge.
Positions of all 39 atoms, in Å:
O (-3.56205, -3.08304, -4.39589)  -0.5620
C (-3.05896, -2.00235, -4.24812)  0.3986
O (-2.26491, -1.45276, -5.17927)  -0.4439
C (-3.24276, -1.11042, -3.04997)  -0.3806
C (-1.91702, -0.58971, -2.49709)  -0.7447
C (-2.15392, 0.51950, -1.47958)  0.5027
O (-3.23178, 1.04446, -1.31296)  -0.6619
N (-1.00912, 0.83753, -0.81435)  -0.0433
C (-0.79171, 1.81277, 0.14622)  0.2367
C (-1.77408, 2.74071, 0.49491)  -0.6282
C (-1.51040, 3.72979, 1.41910)  -0.5615
C (-0.25899, 3.82206, 2.00912)  -0.8351
C (0.71281, 2.89373, 1.69463)  -0.5369
C (0.46627, 1.86538, 0.78543)  0.4540
C (1.50564, 0.84728, 0.48322)  0.8054
O (1.54862, 0.22049, -0.57217)  -0.8157
N (2.41804, 0.63459, 1.45563)  -0.1960
C (3.45056, -0.37776, 1.33935)  -0.8258
C (3.35200, -1.38088, 2.43892)  0.4131
C (4.10544, -1.56695, 3.56164)  -0.5805
C (3.51986, -2.65347, 4.25619)  -0.3257
C (2.45240, -3.03941, 3.50761)  -0.4255
O (2.34202, -2.27676, 2.40956)  -0.2816
H (-2.18349, -2.04617, -5.94192)  0.3377
H (-3.84956, -0.25294, -3.35309)  0.3366
H (-3.79347, -1.65948, -2.28630)  0.3023
H (-1.31723, -0.17512, -3.31079)  0.3487
H (-1.34866, -1.39799, -2.03391)  0.3601
H (-0.15379, 0.32750, -1.05211)  0.2973
H (-2.73863, 2.67709, 0.02009)  0.5274
H (-2.28006, 4.44419, 1.66906)  0.3979
H (-0.04201, 4.61368, 2.70988)  0.3983
H (1.69191, 2.99594, 2.14059)  0.4479
H (2.30886, 1.07801, 2.35314)  0.3031
H (4.43848, 0.09285, 1.36760)  0.3254
H (3.29902, -0.85457, 0.36608)  0.3578
H (4.97198, -1.00901, 3.85232)  0.4382
H (3.85038, -3.08114, 5.17998)  0.4151
H (1.72326, -3.81308, 3.64330)  0.4447

=====

Entry 2:
# C16H16N2O7

One molecule with the formula C16H16N2O7 at a distorted geometry (ωB97M-V/def2-TZVPD, the Open Molecules 2025 dataset).

Output
energy: -1255.274983 Ha
HOMO-LUMO gap: 8.980 eV
energy relative to the best compared isomer or geometry (same formula, charge and spin): 421.8 kJ/mol
max |F|: 1.30 eV Å⁻¹
highest occupied orbital energy: -9.410 eV
structure (SMILES): O=[N+]([O-])c1ccc(OCCOCCOc2ccc([N+](=O)[O-])cc2)cc1

Each line ends with the Mulliken charge.
Positions of all 41 atoms, in Å:
O (8.23528, -1.78550, -0.56257)  -0.6186
N (8.02308, -0.60134, -0.39733)  1.0035
O (8.85728, 0.27155, -0.52318)  -0.6247
C (6.69457, -0.20647, -0.02888)  -0.1724
C (5.70960, -1.17215, 0.13571)  -0.7355
C (4.42747, -0.80048, 0.48371)  -0.1052
C (4.12118, 0.54844, 0.67507)  0.6342
O (2.91432, 1.03878, 1.03151)  -0.4442
C (1.80445, 0.18215, 1.18912)  -0.5955
C (1.18222, -0.20873, -0.16588)  -0.2672
O (-0.00067, -0.95564, 0.00476)  -0.3672
C (-1.18194, -0.20577, 0.17362)  -0.2649
C (-1.80260, 0.18408, -1.18240)  -0.5992
O (-2.91300, 1.04038, -1.02683)  -0.4445
C (-4.12056, 0.54955, -0.67347)  0.6365
C (-5.12685, 1.51317, -0.51306)  -0.5714
C (-6.40300, 1.14246, -0.16733)  -0.3112
C (-6.69562, -0.20653, 0.02310)  -0.1731
N (-8.02509, -0.60202, 0.38740)  1.0036
O (-8.23677, -1.78610, 0.55390)  -0.6186
O (-8.86057, 0.27029, 0.50870)  -0.6246
C (-5.70930, -1.17160, -0.13687)  -0.7381
C (-4.42635, -0.79936, -0.48120)  -0.1030
C (5.12621, 1.51265, 0.51031)  -0.5700
C (6.40151, 1.14251, 0.16087)  -0.3106
H (5.96316, -2.21057, -0.01388)  0.4571
H (3.67888, -1.56612, 0.60671)  0.3917
H (2.05898, -0.71547, 1.76225)  0.3325
H (1.08387, 0.76629, 1.76835)  0.3255
H (1.86682, -0.85256, -0.72434)  0.3575
H (1.00941, 0.70216, -0.75103)  0.2279
H (-1.00736, 0.70570, 0.75732)  0.2278
H (-1.86824, -0.84717, 0.73282)  0.3580
H (-1.08154, 0.76804, -1.76125)  0.3247
H (-2.05614, -0.71410, -1.75509)  0.3338
H (-4.86923, 2.54784, -0.67078)  0.4347
H (-7.18569, 1.87415, -0.04006)  0.4626
H (-5.96238, -2.20998, 0.01379)  0.4573
H (-3.67666, -1.56454, -0.60033)  0.3930
H (4.86818, 2.54735, 0.66714)  0.4348
H (7.18308, 1.87470, 0.02962)  0.4629

=====

Entry 3:
# C16H16N4O3S

One molecule with the formula C16H16N4O3S at a distorted geometry (ωB97M-V/def2-TZVPD, the Open Molecules 2025 dataset).

Output
energy: -1462.184175 Ha
HOMO-LUMO gap: 8.718 eV
energy relative to the best compared isomer or geometry (same formula, charge and spin): 355.9 kJ/mol
max |F|: 1.40 eV Å⁻¹
highest occupied orbital energy: -8.433 eV
structure (SMILES): O=C(c1ccco1)N1CCN(Cc2nc(-c3cccs3)no2)CC1

Each line ends with the Mulliken charge.
Positions of all 40 atoms, in Å:
O (-2.07114, -3.03822, 1.16426)  -0.6785
C (-2.13705, -1.96712, 0.58716)  0.7062
C (-3.33271, -1.09564, 0.72871)  0.0702
C (-3.45926, 0.22542, 1.07734)  -0.2634
C (-4.84344, 0.45980, 1.23373)  -0.5311
C (-5.45260, -0.73088, 0.97448)  -0.4778
O (-4.54966, -1.67181, 0.68007)  -0.3305
N (-1.11284, -1.47207, -0.14884)  0.0715
C (-1.18116, -0.37013, -1.08187)  -0.2978
C (-0.92277, -0.89114, -2.50816)  -1.2947
N (0.29594, -1.65794, -2.64962)  0.1683
C (1.51872, -0.93680, -2.91139)  -1.2427
C (2.15214, -0.23628, -1.75140)  0.8646
N (1.71149, 0.78519, -1.08430)  -0.4064
C (2.67053, 0.97493, -0.12582)  0.5795
C (2.57351, 1.99732, 0.86647)  0.2708
C (3.48813, 2.32934, 1.83094)  -0.6943
C (3.04742, 3.38628, 2.64565)  -0.3738
C (1.81157, 3.83761, 2.29404)  -0.4549
S (1.15528, 2.98629, 0.95928)  -0.0727
N (3.65229, 0.11035, -0.21889)  -0.5897
O (3.32118, -0.68106, -1.27609)  -0.1329
C (0.36582, -2.71392, -1.65842)  -0.9915
C (0.12462, -2.22234, -0.22517)  -0.6640
H (-2.66575, 0.93050, 1.22126)  0.6746
H (-5.31414, 1.38293, 1.50258)  0.4342
H (-6.48502, -1.01940, 0.96328)  0.4848
H (-0.42424, 0.37630, -0.82029)  -0.0097
H (-2.16708, 0.08940, -1.04282)  0.7587
H (-1.74657, -1.55728, -2.78962)  0.3887
H (-0.90093, -0.05133, -3.20335)  0.3941
H (1.30909, -0.19356, -3.68583)  0.3981
H (2.25533, -1.65001, -3.29580)  0.4011
H (4.43031, 1.82333, 1.93139)  0.4722
H (3.62073, 3.79435, 3.45829)  0.4105
H (1.24293, 4.62628, 2.74556)  0.4339
H (-0.41287, -3.44192, -1.90933)  0.3888
H (1.33648, -3.20762, -1.72571)  0.4074
H (0.94463, -1.57822, 0.10942)  0.2349
H (0.04103, -3.07052, 0.45626)  0.4935

=====

Entry 4:
# C16H16N4O3S

One molecule with the formula C16H16N4O3S at a distorted geometry (ωB97M-V/def2-TZVPD, the Open Molecules 2025 dataset).

Output
energy: -1462.147910 Ha
HOMO-LUMO gap: 8.021 eV
energy relative to the best compared isomer or geometry (same formula, charge and spin): 451.1 kJ/mol
max |F|: 4.14 eV Å⁻¹
highest occupied orbital energy: -8.207 eV
structure (SMILES): [H]/N=C(/N)c1ccc2ccc(OC)c(-c3cnn(S(C)(=O)=O)c3)c2c1

Each line ends with the Mulliken charge.
Positions of all 40 atoms, in Å:
H (-1.24216, 1.21024, 3.22676)  0.2287
N (-0.73037, 2.00958, 3.58080)  -0.9086
C (-0.16648, 2.81008, 2.75687)  0.7121
N (0.38203, 3.78410, 3.49936)  -0.4523
C (-0.13627, 2.76539, 1.29587)  0.3934
C (0.03503, 3.89786, 0.54418)  -0.8480
C (-0.00800, 3.81016, -0.87581)  -1.1074
C (-0.23039, 2.57760, -1.51569)  1.1015
C (-0.25680, 2.51533, -2.90056)  -0.8516
C (-0.39770, 1.25949, -3.53458)  -0.5238
C (-0.55186, 0.09335, -2.75728)  0.2257
O (-0.49232, -1.11929, -3.39900)  -0.5174
C (0.88789, -1.50716, -3.60710)  -0.7793
C (-0.58936, 0.15281, -1.38095)  0.0745
C (-0.58039, -1.13209, -0.63809)  -0.0735
C (-1.51832, -2.21346, -0.64411)  -0.4822
N (-1.12202, -3.16516, 0.17007)  -0.7761
N (0.07310, -2.75621, 0.75097)  0.5213
S (0.98662, -3.56322, 2.03202)  1.0839
C (0.00099, -5.05485, 2.42414)  -0.9489
O (1.04893, -2.72353, 3.23021)  -0.6052
O (2.34098, -3.95962, 1.59720)  -0.6240
C (0.43682, -1.53628, 0.18315)  -0.5830
C (-0.45773, 1.41161, -0.75366)  0.8861
C (-0.40557, 1.56302, 0.64818)  -0.5259
H (0.99161, 4.48627, 3.05207)  0.1813
H (0.36858, 3.62660, 4.50155)  0.2849
H (0.05944, 4.88272, 1.01122)  0.3857
H (0.20176, 4.72770, -1.45121)  0.3207
H (-0.04895, 3.38923, -3.49656)  0.4057
H (-0.35244, 1.10579, -4.60865)  0.4644
H (1.60838, -0.67632, -3.51190)  0.3497
H (1.03000, -1.91492, -4.61328)  0.3015
H (1.21007, -2.23773, -2.84839)  0.2353
H (-2.41590, -2.23595, -1.23210)  0.5622
H (0.34301, -5.53165, 3.32414)  0.3784
H (0.02820, -5.78368, 1.62133)  0.3493
H (-1.04092, -4.74263, 2.59312)  0.3338
H (1.31482, -0.92380, 0.45128)  0.5221
H (-0.60433, 0.69858, 1.27441)  0.3049